Run one
19
Properties=species:S:1:pos:R:3 method="wB97M-V/def2-TZVPD" total_charge=0 smiles=NC[C@@H](N)CS.O gap_ev=9.962
N 2.075 -1.056 -0.611
C 0.873 -0.456 -1.173
C -0.157 -0.047 -0.135
N -0.021 1.375 0.265
C -1.580 -0.293 -0.534
S -2.789 -0.312 0.853
H 1.926 -1.873 -0.054
H 2.803 -1.182 -1.293
H 0.343 -1.099 -1.892
H 1.222 0.402 -1.748
H 0.126 -0.615 0.760
H 0.776 1.868 -0.083
H 0.023 1.443 1.274
H -1.664 -1.297 -0.944
H -1.938 0.422 -1.266
H -3.048 -1.642 0.903
O 3.681 1.207 0.456
H 3.283 1.671 1.204
H 2.994 0.709 -0.020


Run two
19
Properties=species:S:1:pos:R:3 method="wB97M-V/def2-TZVPD" total_charge=0 smiles=NC[C@H](N)CS.O gap_ev=9.891
N -2.208 -0.603 0.242
C -0.935 -1.261 0.672
C 0.300 -0.320 0.922
N 0.008 1.078 0.511
C 1.507 -0.916 0.130
S 2.815 0.181 -0.491
H -2.699 -0.288 1.076
H -1.984 0.277 -0.216
H -0.733 -1.995 -0.102
H -1.179 -1.724 1.622
H 0.495 -0.331 1.979
H 0.872 1.501 0.177
H -0.177 1.590 1.367
H 1.123 -1.502 -0.698
H 2.067 -1.555 0.812
H 2.078 0.995 -1.253
O -0.720 1.420 -2.434
H -0.394 1.280 -1.534
H -0.235 2.172 -2.784


Energies in eV, measured from the most stable structure: run one 0.000; run two 0.165.


Run one
19
Properties=species:S:1:pos:R:3 method="wB97M-V/def2-TZVPD" total_charge=0 smiles=NC[C@@H](N)CS.O gap_ev=9.622
N 0.880 -1.196 -2.115
C 0.407 -0.675 -0.845
C -0.692 0.331 -1.049
N -1.865 -0.368 -1.629
C -1.051 0.938 0.309
S -2.225 2.275 0.211
H 1.423 -0.535 -2.639
H 1.270 -2.113 -2.067
H 0.022 -1.501 -0.267
H 1.246 -0.200 -0.308
H -0.350 1.059 -1.776
H -2.709 0.018 -1.220
H -1.867 -0.273 -2.631
H -1.534 0.125 0.851
H -0.125 1.208 0.799
H -1.554 3.055 -0.648
O 2.514 -0.735 5.131
H 2.937 -1.101 4.338
H 3.272 -0.313 5.556


Run two
19
Properties=species:S:1:pos:R:3 method="wB97M-V/def2-TZVPD" total_charge=0 smiles=NC[C@@H](N)CS.O gap_ev=9.665
N 2.014 -1.509 0.082
C 0.906 -1.049 -0.782
C -0.349 -0.571 -0.083
N 0.033 0.486 0.818
C -1.470 -0.196 -1.062
S -2.823 0.823 -0.312
H 1.735 -2.399 0.461
H 2.825 -1.641 -0.505
H 0.633 -1.842 -1.493
H 1.318 -0.257 -1.414
H -0.837 -1.348 0.523
H 0.948 0.549 1.220
H -0.532 1.303 0.948
H -1.932 -1.099 -1.464
H -1.078 0.280 -1.969
H -2.758 0.128 0.825
O 3.885 1.119 1.288
H 3.425 0.848 2.088
H 3.109 1.082 0.718


Energies in eV, measured from the most stable structure: run one 0.000; run two 0.217.


Run one
11
Properties=species:S:1:pos:R:3 method="wB97M-V/def2-TZVPD" total_charge=0 smiles=Pc1nnn[nH]1.I gap_ev=9.845
P 0.655 -1.547 -0.172
C 0.507 0.132 0.155
N -0.154 0.812 1.174
N -0.143 2.120 0.718
N 0.512 2.274 -0.380
N 0.905 1.059 -0.786
H 1.544 -1.248 -1.169
H 1.451 -1.830 0.956
H 1.498 0.955 -1.667
I -3.095 -1.757 -0.093
H -3.681 -0.970 1.265


Run two
11
Properties=species:S:1:pos:R:3 method="wB97M-V/def2-TZVPD" total_charge=0 gap_ev="7.965 / 7.964"
C -0.281 0.499 -0.800
N 0.500 -0.245 0.050
N 0.805 0.494 1.111
N 0.358 1.623 0.835
N -0.275 1.814 -0.261
P 1.029 -1.958 0.306
I -2.623 -0.450 -0.376
H -0.419 0.431 -1.860
H 0.473 2.477 1.395
H 0.715 -2.367 -1.016
H -0.282 -2.317 0.616


Energies in eV, measured from the most stable structure: run one 0.000; run two 0.389.


Run one
16
Properties=species:S:1:pos:R:3 method="wB97M-V/def2-TZVPD" total_charge=0 gap_ev=8.726
C -0.486 0.226 -1.428
C -0.009 -0.634 0.607
C -0.043 0.675 -0.070
C -1.177 -0.334 -0.226
C 1.286 -2.053 0.202
C 0.040 2.043 0.510
I -3.196 -0.190 0.331
H -1.039 0.948 -2.020
H 0.143 -0.432 -2.015
H -0.104 -0.673 1.682
H 2.232 -1.540 0.140
H 0.968 -2.488 -0.731
H 1.199 -2.724 1.037
H 0.280 1.980 1.569
H -0.908 2.573 0.400
H 0.815 2.625 0.013


Run two
16
Properties=species:S:1:pos:R:3 method="wB97M-V/def2-TZVPD" total_charge=0 smiles="C=C1C=C[C@@H]1C.I" gap_ev=9.145
C -0.634 -1.643 0.585
C 0.388 -0.972 0.146
C 1.805 -0.870 0.362
C 2.081 -0.079 -0.688
C 0.569 -0.003 -1.049
C -0.046 1.369 -0.780
H -1.502 -1.569 0.108
H -0.609 -2.281 1.383
H 2.505 -1.129 1.185
H 2.921 0.349 -1.078
H 0.250 -0.141 -2.105
H -1.101 1.222 -1.117
H 0.599 2.073 -1.357
H 0.180 1.515 0.304
I -4.487 1.417 1.906
H -2.919 0.741 2.198


Energies in eV, measured from the most stable structure: run one 0.000; run two 0.061.